Record 1
Molecular formula: C10H12ClN4
Method: DFT, the ωB97M-V functional and the def2-TZVPD basis

Last column: natural (NBO) charge in e.
Geometry (Å):
C: 1.921 -0.014 -0.879  -0.13
C: 1.058 -1.715 0.677  -0.13
C: 3.122 -0.600 -0.852  -0.25
C: 2.332 -2.197 0.745  -0.22
C: -2.050 -3.447 -0.292  -0.44
C: -3.365 -3.728 -0.082  -0.03
C: 0.844 -0.553 -0.129  -0.25
C: 3.390 -1.598 0.005  0.03
C: -2.100 -2.079 -0.297  0.31
C: -0.416 0.124 -0.010  0.54
N: -4.129 -2.682 -0.027  -0.22
N: -3.351 -1.604 -0.088  -0.42
N: -0.631 1.346 0.155  -0.74
N: 0.574 3.613 0.560  -1.09
Cl: 4.922 -2.358 0.035  0.09
H: 1.766 0.902 -1.426  0.22
H: 0.274 -1.907 1.302  0.23
H: 3.839 -0.259 -1.508  0.24
H: 2.687 -2.922 1.505  0.25
H: -1.146 -4.073 -0.569  0.27
H: -3.779 -4.756 -0.069  0.23
H: -3.662 -0.655 0.004  0.42
H: -1.639 1.475 0.422  0.45
H: 0.184 2.015 0.011  0.47
H: 0.477 4.135 1.450  0.40
H: -0.103 4.008 -0.038  0.38
H: 1.563 3.784 0.255  0.40

Properties
* orbital gap (alpha / beta): 7.2 / 8.0 eV
* net charge: +1

***

Record 2
Molecular formula: C10H12ClP
Method: DFT, the ωB97M-V functional and the def2-TZVPD basis

Last column: natural (NBO) charge in e.
Geometry (Å):
C: -0.361 2.525 -2.667  -0.21
C: 0.779 1.814 -2.363  -0.19
C: -1.384 2.719 -1.746  -0.21
C: 0.855 1.178 -1.143  -0.21
C: -1.310 2.021 -0.549  -0.21
C: -0.249 1.135 -0.238  -0.40
C: 1.609 -1.140 1.729  -0.20
C: 0.254 -1.497 1.405  -0.20
C: -0.514 -2.109 2.513  -0.64
C: -0.016 -2.112 -0.002  -0.61
P: -0.442 0.546 1.428  0.44
Cl: 2.289 -0.947 3.249  0.08
H: -0.404 2.861 -3.618  0.20
H: 1.522 1.717 -3.060  0.20
H: -2.167 3.329 -2.222  0.22
H: 1.595 0.462 -1.129  0.19
H: -2.071 1.997 0.134  0.20
H: 2.300 -0.953 0.868  0.23
H: -1.388 -2.602 2.176  0.23
H: -0.791 -1.300 3.247  0.23
H: 0.179 -2.903 2.933  0.21
H: 0.692 -1.831 -0.775  0.22
H: -1.018 -1.765 -0.324  0.23
H: 0.041 -3.144 0.153  0.21

Properties
* orbital gap (alpha / beta): 6.2 / 6.6 eV
* net charge: 0

***

Record 3
Molecular formula: C10H12F6N4O6S2Zn
Method: DFT, the ωB97M-V functional and the def2-TZVPD basis

Last column: natural (NBO) charge in e.
Geometry (Å):
Zn: 0.202 -0.254 0.077  1.70
C: -2.479 3.039 -0.430  0.72
F: -1.375 3.666 -0.817  -0.32
F: -3.429 3.931 -0.166  -0.31
F: -2.905 2.245 -1.434  -0.33
S: -2.206 1.950 1.064  2.34
O: -1.270 0.926 0.562  -1.13
O: -1.589 2.822 2.047  -0.98
O: -3.489 1.395 1.439  -0.94
C: 3.615 -0.839 -2.093  0.69
F: 2.682 -0.345 -2.932  -0.33
F: 4.579 -1.340 -2.846  -0.31
F: 4.104 0.183 -1.385  -0.33
S: 2.870 -2.139 -1.012  2.35
O: 2.757 -3.287 -1.876  -0.95
O: 3.829 -2.233 0.073  -0.96
O: 1.562 -1.579 -0.607  -1.11
C: 0.782 0.889 4.271  -0.74
C: 1.096 0.405 2.958  0.44
N: 1.331 0.100 1.883  -0.46
H: 1.268 0.309 5.055  0.26
H: -0.294 0.895 4.458  0.28
H: 1.054 1.938 4.403  0.27
C: 2.580 3.649 -0.674  -0.72
C: 1.826 2.382 -0.771  0.43
N: 1.246 1.408 -0.913  -0.47
H: 3.599 3.371 -0.931  0.27
H: 2.444 4.075 0.315  0.27
H: 2.112 4.315 -1.397  0.26
C: -2.259 -3.975 1.503  -0.73
C: -1.509 -2.744 1.281  0.42
N: -0.909 -1.800 1.074  -0.45
H: -1.561 -4.769 1.784  0.27
H: -2.764 -4.258 0.585  0.26
H: -2.908 -3.936 2.376  0.27
C: -2.782 -1.911 -3.098  -0.73
C: -1.730 -1.274 -2.337  0.41
N: -0.906 -0.759 -1.739  -0.43
H: -3.691 -1.325 -3.191  0.27
H: -3.099 -2.802 -2.539  0.26
H: -2.381 -2.323 -4.022  0.27

Properties
* orbital gap: 9.4 eV
* net charge: 0

***

Record 4
Molecular formula: C10H12N
Method: DFT, the ωB97M-V functional and the def2-TZVPD basis

Last column: natural (NBO) charge in e.
Geometry (Å):
C: -3.192 0.011 0.029  -0.27
C: -2.511 -0.636 -0.900  -0.09
C: -2.658 0.551 1.202  -0.12
C: -1.013 -0.823 -0.661  -0.49
C: -1.329 0.557 1.496  -0.23
C: -0.382 -0.162 0.606  0.06
C: 1.940 1.246 -1.958  -0.34
C: 1.578 2.065 -1.092  -0.15
C: 2.219 -0.124 1.314  -0.19
C: 0.905 -0.192 0.759  0.07
N: 1.981 -0.748 -0.046  -0.53
H: -4.205 0.311 -0.299  0.24
H: -2.820 -0.823 -1.907  0.23
H: -3.278 1.022 1.933  0.24
H: -1.042 -1.900 -0.408  0.26
H: -1.025 1.023 2.392  0.23
H: 1.734 0.443 -2.674  0.27
H: -0.543 -0.636 -1.586  0.24
H: 1.135 2.590 -0.312  0.25
H: 2.887 0.732 1.099  0.24
H: 2.493 -0.679 2.104  0.24
H: 2.391 -0.287 -0.868  0.45
H: 2.153 -1.704 -0.005  0.42

Properties
* orbital gap: 8.4 eV
* net charge: +1

***

Record 5
Molecular formula: C10H12N2O
Method: DFT, the ωB97M-V functional and the def2-TZVPD basis

Last column: natural (NBO) charge in e.
Geometry (Å):
C: -0.736 -2.227 2.006  -0.17
C: -0.289 -1.385 1.269  -0.06
C: -1.813 1.134 0.806  0.30
C: -2.225 -0.455 -1.122  -0.40
C: -1.448 0.644 -1.745  -0.37
C: -1.300 0.353 -0.260  -0.18
C: 2.370 -0.366 0.846  -0.61
C: 1.438 1.670 -0.484  -0.60
C: 1.111 0.496 0.520  -0.23
C: 0.036 -0.464 0.130  0.02
N: -2.158 1.837 1.653  -0.30
N: 0.540 -1.151 -1.049  0.12
O: 0.122 -2.203 -1.487  -0.23
H: -0.855 -2.973 2.722  0.23
H: -3.314 -0.321 -0.799  0.24
H: -2.003 -1.548 -1.158  0.25
H: -0.660 0.379 -2.325  0.23
H: -1.930 1.625 -2.013  0.24
H: 2.401 -0.983 -0.032  0.21
H: 3.342 0.280 1.031  0.23
H: 2.006 -0.956 1.806  0.22
H: 1.468 1.250 -1.419  0.21
H: 2.253 2.228 -0.069  0.22
H: 0.672 2.309 -0.355  0.21
H: 0.971 0.828 1.529  0.23

Properties
* orbital gap: 8.6 eV
* net charge: 0
* SMILES: C#C[C@](N=O)(C(C)C)C1(C#N)CC1

***

What energy values result from the calculations? In sequence: -1067.0033, -1189.6520, -4233.6865, -442.5318, -572.7379 Ha.
What largest force on an atom values result from the calculations? In sequence: 0.079, 0.068, 0.030, 0.107, 0.086 hartree/bohr.
What energy above the lowest of the compared OMol25 structures with the same formula, charge and spin values result from the calculations? In sequence: 114.2, 62.7, 7.6, 141.7, 187.2 kcal/mol.